This record from OMol25 describes 9 unconnected molecules or ions with the total composition C67H141Cl4N7O7 in a non-equilibrium geometry. The level of theory is wB97M-V/def2-TZVPD.

```
226
Properties=species:S:1:pos:R:3:forces:R:3
Cl -22.79189 18.79021 -7.89823 -0.193 0.407 -0.159
Cl -24.60061 11.64191 -7.51389 0.421 0.389 0.186
Cl -21.79598 13.46249 -6.21161 -0.170 -0.148 0.471
Cl -21.23297 15.60302 -10.41786 -0.194 0.118 -0.121
O -17.33772 15.87458 -2.72715 -0.276 0.733 0.982
O -28.17958 16.92817 -10.33950 0.731 0.299 0.193
O -24.22836 12.89318 -13.13552 0.490 -0.069 -0.653
O -26.80080 5.78207 -7.11449 -0.360 1.013 -0.250
O -26.26705 17.11317 -3.20861 0.123 -0.686 -0.023
O -22.50927 11.04387 -0.51918 -0.274 -0.310 -0.156
O -19.36030 10.11858 -9.40552 0.110 0.066 0.057
N -27.58521 15.88930 -11.13208 -0.243 -0.772 0.394
N -18.21893 14.78529 -2.82033 -0.396 -1.048 1.657
N -27.29348 7.04506 -7.68583 0.674 -0.440 -1.333
N -26.13650 15.71685 -3.63369 -0.484 0.749 -0.325
N -23.32101 12.06563 -13.88728 1.311 -1.455 1.850
N -22.60695 10.89800 -1.95625 -0.400 -1.209 1.037
N -19.27864 10.93656 -8.22139 1.108 -0.390 0.427
C -24.07031 16.15876 -4.86687 0.104 -0.375 -1.056
C -26.43811 9.02474 -9.04796 -1.137 -0.805 1.901
C -25.52933 15.76632 -4.97595 -0.667 -0.602 -0.161
C -18.14856 11.88821 -8.44120 0.014 1.387 -0.840
C -25.61107 14.31696 -5.54723 0.768 1.315 0.463
C -27.44247 8.66444 -10.07219 -1.538 0.511 -1.736
C -22.56826 12.83188 -14.87319 -1.778 0.686 -0.176
C -20.70316 13.38449 -1.93531 2.174 -0.887 -1.195
C -25.12788 6.96495 -9.14403 -0.539 0.488 0.149
C -23.96893 11.36655 -2.27291 -1.180 -0.996 -0.016
C -28.74380 15.91969 -3.85924 1.919 0.606 0.055
C -22.30834 9.45411 -2.22898 0.469 -1.198 0.878
C -19.14510 9.97294 -7.08445 -0.644 0.169 0.276
C -25.75172 15.54820 -9.52560 -0.203 0.951 0.381
C -30.04452 15.00124 -11.33931 1.007 -0.710 -0.469
C -23.07391 8.35307 -1.44055 -0.809 0.749 -0.446
C -27.55313 13.74477 -4.11319 -0.175 -0.957 -1.014
C -20.47897 14.09012 -3.26150 -0.365 0.535 -2.198
C -17.77213 11.81432 -5.99236 0.150 0.605 2.728
C -21.50364 10.38157 -13.70873 -0.354 -0.277 1.129
C -28.67269 15.40826 -12.03250 -0.166 1.156 0.435
C -21.51749 11.96116 -15.52800 1.321 1.438 -0.133
C -25.23901 8.20120 -7.04129 -0.779 -0.718 1.465
C -23.65499 13.11932 -15.92313 0.169 0.838 -0.136
C -16.79676 11.37496 -8.96876 0.099 0.442 -0.428
C -23.55301 12.92138 -8.25676 -0.332 -0.616 0.010
C -27.84568 14.22185 -9.13084 0.058 0.102 -1.230
C -23.92469 9.62474 -4.15889 -0.290 -0.229 0.368
C -25.10875 10.70204 -1.35880 0.797 1.202 -1.931
C -26.20936 16.72256 -5.96487 -0.229 -0.366 0.098
C -24.19133 11.07775 -3.79310 0.992 0.275 0.461
C -20.87091 9.18116 -1.76224 0.582 0.290 1.130
C -28.36734 6.66240 -8.66583 -0.419 0.926 -1.057
C -29.59344 6.30485 -7.82828 -0.326 0.617 1.593
C -27.53555 14.90176 -1.88282 -0.129 -0.907 -0.831
C -28.68393 7.91319 -9.54602 1.160 0.630 1.091
C -26.07321 7.76421 -8.22451 0.707 -0.048 -0.544
C -21.98122 14.13086 -14.32699 0.107 -0.925 1.239
C -28.13990 5.51359 -9.65285 0.926 -0.151 0.254
C -19.52844 15.29203 -3.20568 -0.990 0.230 -0.236
C -26.34966 13.72756 -11.06212 -0.399 0.613 -1.352
C -21.55485 17.26162 -9.83813 -1.175 0.072 1.289
C -23.55780 10.28049 -12.35314 -1.699 -0.171 0.299
C -19.32259 15.84625 -4.63899 -0.379 0.245 -0.096
C -19.28510 12.94111 -1.57676 0.565 -0.688 0.620
C -22.34354 17.17060 -8.46468 0.712 0.198 -1.351
C -18.03119 8.93097 -7.22069 -1.276 -0.831 0.080
C -28.01670 14.33293 -12.89792 -0.348 0.607 0.177
C -26.93533 14.88066 -10.21118 -0.297 -0.137 0.065
C -27.49300 15.08239 -3.44031 0.277 0.862 0.989
C -20.62954 11.25958 -14.55047 0.479 -1.830 -0.624
C -26.95887 13.75232 -5.54199 -1.826 -0.697 0.395
C -27.34527 13.23707 -12.11317 -0.619 -1.222 0.927
C -20.22704 16.39199 -2.36430 0.372 0.182 -0.896
C -29.12381 16.69823 -12.86440 1.361 -1.489 -0.932
C -22.51988 11.24141 -12.85603 -0.595 -0.824 -2.939
C -16.87950 13.14062 -1.56801 -0.692 1.037 0.336
C -18.65364 12.81393 -9.56376 0.756 0.317 -0.930
C -18.15797 13.99430 -1.52800 -0.223 0.204 -0.965
C -22.11143 12.91737 -7.84866 -0.306 -0.035 -0.739
C -18.30683 14.78807 -0.22478 -0.437 1.639 0.534
C -24.05964 12.83556 -1.98674 -0.027 -0.086 0.484
C -20.55263 9.26137 -7.01815 0.915 0.606 0.005
C -22.50637 9.21076 -3.69969 0.289 0.411 -1.710
C -18.92180 10.79622 -5.80151 -0.476 0.795 -2.021
C -21.82877 11.93047 -11.71139 -0.145 0.013 -0.139
C -17.89346 12.75770 -7.15430 -1.912 -0.555 -0.687
H -28.81363 16.08950 -4.93309 -0.150 -0.353 0.000
H -30.81319 14.97846 -12.11631 0.007 0.350 0.080
H -23.52729 15.32400 -4.46308 0.486 -0.333 0.269
H -28.56188 16.90429 -3.42145 -0.625 -0.043 0.067
H -28.16305 14.00481 -1.70442 0.145 0.624 0.361
H -24.11177 9.44664 -5.22843 0.496 0.230 0.365
H -26.90425 5.97924 -6.17988 0.025 -0.228 0.176
H -21.55000 11.10003 -11.07825 0.373 -0.074 0.491
H -27.81044 9.58637 -10.57102 0.016 -0.238 0.343
H -29.18156 8.59397 -8.85115 -0.435 0.208 -0.353
H -26.88562 9.70610 -8.29764 0.163 0.174 -0.558
H -21.72001 16.81037 -7.66748 0.121 -0.739 0.130
H -24.62051 9.06155 -7.24303 0.407 -0.065 -0.327
H -23.67626 12.67986 -9.32663 0.291 0.678 0.414
H -25.87187 8.47176 -6.17603 -0.040 0.087 -0.431
H -16.94060 10.82619 -9.91821 0.218 0.210 0.547
H -19.87325 11.35114 -5.64051 0.598 -0.149 0.278
H -22.05976 9.65016 -14.32925 0.125 0.535 0.197
H -17.63926 15.65872 -0.02969 -0.173 -0.521 -0.885
H -20.94353 12.48363 -12.00905 0.054 0.077 0.146
H -18.94808 12.14017 -2.29155 -0.536 0.627 0.592
H -15.98575 13.70947 -1.69241 0.692 0.808 0.387
H -18.72109 13.49483 -6.96791 0.379 -0.767 -0.349
H -24.92184 14.88158 -9.21883 -0.782 0.303 -0.334
H -20.48403 8.19855 -2.09932 -0.323 0.590 -0.071
H -17.84838 12.41699 -5.03917 0.504 -0.311 -0.779
H -26.07431 17.06942 -2.26528 0.154 0.004 -0.042
H -29.61699 15.42141 -3.48046 -0.470 0.000 0.192
H -20.00863 13.53351 -4.13241 -0.649 -0.572 1.405
H -23.72067 16.34447 -5.90429 0.105 -0.127 0.555
H -30.24596 15.75722 -10.58868 -0.286 0.045 0.035
H -25.37492 16.35212 -10.14282 0.488 -0.059 -0.638
H -25.95340 12.91031 -10.43353 -0.260 0.370 -0.182
H -19.66323 13.10470 -9.37431 -0.728 0.444 0.298
H -23.12924 9.66622 -11.56655 -0.021 -0.513 -0.046
H -20.15870 9.98125 -2.03663 -0.264 -0.327 -0.042
H -25.56257 9.46977 -9.49613 0.368 0.131 0.149
H -29.09486 5.37156 -10.16895 0.217 -0.302 0.095
H -23.20572 8.62637 -0.40836 0.278 0.004 0.527
H -22.78248 14.85571 -14.13349 0.520 -0.001 -0.152
H -18.01329 13.71478 -9.62449 -0.358 -0.301 0.112
H -24.99849 13.63907 -4.98760 0.796 -0.206 0.470
H -24.82085 6.01007 -8.74072 -0.034 -0.229 -0.001
H -25.18846 9.69605 -1.69858 -0.538 -0.720 0.237
H -29.28671 7.67800 -10.42665 -0.328 -0.189 0.503
H -23.27632 16.60007 -8.62151 0.626 0.131 0.191
H -20.91073 9.12314 -0.62703 0.299 0.147 -1.339
H -28.60773 13.47769 -4.25771 0.057 -0.001 0.391
H -23.85954 17.03422 -4.28627 -0.205 0.552 0.351
H -26.08132 17.74997 -5.59935 -0.392 -0.224 -0.268
H -18.98319 16.87429 -4.59825 0.054 0.348 0.185
H -18.16369 8.50950 -8.20141 0.537 -0.223 -0.598
H -21.42446 14.45373 -3.70999 0.224 0.009 0.344
H -25.21014 14.39049 -6.53513 0.309 -0.097 -0.773
H -21.64410 13.66423 -8.47175 0.267 0.108 -0.372
H -22.28932 8.14865 -3.99943 -0.044 0.929 0.481
H -24.77710 9.07826 -3.66867 1.083 -0.122 -0.209
H -17.00230 13.36172 -7.27796 0.275 -0.059 -0.142
H -24.36006 10.88067 -11.85540 0.370 -0.568 -0.335
H -19.88635 10.61456 -15.09071 -0.529 0.592 0.325
H -25.56095 14.11868 -11.67999 0.937 0.423 0.285
H -27.37065 5.73846 -10.40191 -0.228 0.072 0.093
H -21.65372 11.96788 -8.03177 0.504 -0.507 0.143
H -21.32032 10.03797 -7.13821 0.098 -0.224 -0.085
H -26.98891 12.73547 -5.93412 0.299 -0.206 0.077
H -26.95632 12.45183 -12.78830 0.143 0.402 0.262
H -27.09623 13.59277 -8.65682 -0.478 -0.207 0.867
H -21.70884 11.53699 -0.35464 0.479 0.343 -0.160
H -22.57865 7.38937 -1.54208 0.196 0.114 0.074
H -28.07910 12.71352 -11.52022 -0.784 -0.450 -0.088
H -24.26863 7.62032 -9.26989 0.340 -0.190 -0.007
H -29.58275 6.90297 -6.85305 -0.074 -0.789 -1.321
H -27.26858 16.41948 -6.09604 0.622 0.640 -0.056
H -28.52357 13.58481 -9.70097 -0.089 -0.196 0.509
H -22.21525 17.81635 -10.49572 -0.016 -0.334 -0.510
H -23.52912 11.78837 -4.35166 -0.609 -0.553 0.170
H -29.97325 17.04285 -12.33235 -0.989 0.638 -0.155
H -24.07190 8.23917 -1.82525 -0.363 -0.331 -0.238
H -20.69868 8.85491 -6.01418 0.072 -0.340 -0.217
H -28.79370 13.95244 -13.56005 0.163 -0.205 -0.217
H -26.13327 16.11310 -8.68133 0.064 -0.254 0.420
H -28.46115 14.84839 -8.45131 0.845 -0.115 -0.437
H -21.09351 14.06179 -1.17950 -0.455 -0.236 -0.033
H -18.10515 14.17969 0.65141 -0.182 -0.552 -0.017
H -23.22119 13.76302 -16.68891 0.012 -0.341 -0.506
H -16.74775 11.39981 -5.99245 -0.572 -0.366 0.069
H -18.66100 12.39098 -10.60299 0.243 -0.080 0.986
H -18.50032 15.32005 -5.16045 -0.790 -0.184 0.050
H -19.33979 15.21423 -0.10236 0.867 -0.574 -0.145
H -29.52678 5.25696 -7.59421 0.083 -0.511 0.519
H -20.88019 9.76609 -13.03356 -0.347 0.253 0.032
H -21.46413 13.89003 -13.37031 -0.414 0.473 -0.531
H -27.24996 14.84047 -13.46685 0.162 0.213 -0.539
H -16.92016 12.57943 -2.49310 -0.122 -0.898 0.287
H -27.80217 4.61098 -9.13200 -0.333 0.013 -0.141
H -22.51394 12.55377 -11.14858 -0.062 0.323 -0.020
H -24.03869 9.66226 -13.19020 0.847 0.845 1.265
H -30.11884 14.00774 -10.87897 0.450 0.208 -0.026
H -27.67243 17.71692 -10.60622 -0.332 -0.466 0.238
H -20.60190 17.77606 -9.83638 0.051 0.042 0.556
H -30.59950 6.40194 -8.26862 0.595 0.384 -0.373
H -16.87278 12.64283 -0.58997 0.394 -0.629 -0.663
H -28.41744 17.55522 -12.95510 -0.063 -0.967 0.201
H -27.13872 12.95272 -3.46773 0.300 0.204 -0.385
H -21.75722 9.89140 -4.22844 -0.878 -0.863 0.310
H -20.65750 8.50287 -7.81221 0.002 0.241 0.486
H -17.00312 9.19725 -7.00937 -0.022 0.391 -0.069
H -16.22574 10.79534 -8.27141 0.124 -0.598 0.379
H -20.28857 15.87721 -5.20149 0.806 -0.358 0.260
H -20.97850 16.81968 -3.04580 0.022 -0.054 0.357
H -24.03818 12.16006 -16.29613 0.087 0.452 -0.177
H -25.59062 6.89337 -10.11693 0.093 -0.529 -0.318
H -18.75227 10.09996 -4.99784 0.143 -0.080 0.492
H -21.21725 12.41452 -2.09066 -0.437 1.108 0.194
H -23.35904 13.39578 -2.57250 0.367 0.514 -0.326
H -24.76365 10.76603 -0.33997 -0.349 -0.024 0.359
H -27.96756 15.78641 -1.42584 -0.059 -0.029 0.300
H -27.63395 14.26530 -6.22731 -0.096 0.370 0.141
H -21.20318 14.43790 -14.99995 0.103 0.794 -0.403
H -24.48357 13.73641 -15.53597 0.264 -0.453 0.204
H -21.97089 11.25926 -16.20705 -0.135 -0.329 -0.285
H -25.69415 16.60614 -6.93140 -0.236 0.256 0.418
H -16.68760 15.66984 -3.37220 0.998 -0.134 -0.868
H -26.51350 14.70056 -1.48830 -0.749 0.161 -0.296
H -23.93856 13.88184 -7.95166 -0.502 0.070 -0.258
H -20.13659 10.44431 -9.86867 -0.088 0.099 0.055
H -26.06201 11.24694 -1.57206 0.740 -0.441 0.463
H -29.33430 16.32003 -13.90149 -0.278 0.622 0.895
H -19.51939 17.18071 -2.15404 0.174 0.294 0.323
H -25.06818 13.11719 -2.22492 -0.408 0.530 -0.259
H -20.84867 12.65597 -16.07886 -0.664 -0.384 -0.291
H -27.03771 8.13324 -10.93972 0.338 -0.274 0.287
H -25.22776 11.20231 -4.04908 -0.561 0.870 -0.078
H -25.07193 12.54519 -13.44524 -0.081 0.201 0.177
H -20.73006 16.06433 -1.45827 0.135 -0.064 -0.032
H -18.31746 8.10821 -6.55158 0.261 0.140 0.112
H -20.04972 11.89890 -13.91356 0.281 0.704 0.200
H -16.15947 12.27864 -9.14308 -0.584 -0.653 -0.176
H -24.66950 7.33791 -6.68255 0.367 0.292 -0.052
H -23.90956 13.02254 -0.91660 0.078 0.059 -0.259
H -19.26685 12.51855 -0.55802 -0.026 -0.304 -0.292
```
Positions in Å, forces in eV/Å.

Properties
energy above the lowest of the compared OMol25 structures with the same formula, charge and spin = 0.0 kcal per mole
SMILES string = CC1(C)CCCC(C)(C)N1O.CC1(C)CCCC(C)(C)N1O.CC1(C)CCCC(C)(C)N1O.CC1(C)CCCC(C)(C)N1O.CC1(C)CCCC(C)(C)N1O.CC1(C)CCCC(C)(C)N1O.CC1(C)CCCC(C)(C)N1O.ClCCCl.ClCCCl
net charge = 0
multiplicity = 1